Formula: C31H70Cl2FO12PS2
Source: the Open Molecules 2025 dataset
Level of theory: wB97M-V/def2-TZVPD

## Properties
- Energy: -4283.90685 hartree
- Kohn-Sham gap: 9.264 eV

```
119
Properties=species:S:1:pos:R:3:lowdin_charge:R:1
C 4.426 -1.455 5.307 -0.04
C 3.038 -1.360 4.751 -0.25
C 1.955 -1.177 5.610 -0.05
C 0.660 -1.124 5.096 -0.07
C 0.447 -1.242 3.725 -0.05
C 1.512 -1.413 2.846 -0.21
C 1.345 -1.554 1.358 -0.05
C 0.470 -0.456 0.714 -0.30
O 0.300 0.671 1.531 -0.20
C 1.175 1.747 1.248 -0.36
P 1.489 2.640 2.818 0.38
S 3.143 3.663 2.708 0.16
C -0.925 -0.961 0.293 -0.31
O -1.872 0.053 0.269 -0.16
C -2.642 0.100 1.470 -0.20
C -3.431 1.409 1.558 -0.64
Cl -2.621 2.703 0.643 0.68
C -3.673 1.784 3.037 -0.70
C -2.428 1.666 3.916 -0.13
Cl -4.292 3.480 3.168 0.59
S -0.836 -1.648 -1.378 0.67
O -0.074 -0.828 -2.250 -0.23
O -0.552 -3.039 -1.335 -0.23
F -2.325 -1.508 -1.809 -0.13
C 2.800 -1.470 3.376 0.02
H 5.175 -1.116 4.601 0.07
H 4.523 -0.912 6.239 0.08
H 4.666 -2.494 5.530 0.09
H 2.142 -1.089 6.667 0.11
H -0.161 -0.998 5.785 0.10
H -0.571 -1.208 3.365 0.10
H 0.939 -2.532 1.099 0.13
H 2.327 -1.501 0.904 0.12
H 0.975 -0.154 -0.202 0.14
H 2.157 1.402 0.938 0.09
H 0.755 2.425 0.507 0.10
H 1.485 1.619 3.782 -0.01
H 0.336 3.404 3.058 -0.02
H -1.218 -1.803 0.922 0.15
H -3.316 -0.756 1.483 0.15
H -1.956 -0.006 2.304 0.08
H -4.394 1.245 1.092 0.10
H -4.485 1.198 3.444 0.10
H -1.507 1.725 3.346 0.05
H -2.416 2.466 4.644 0.06
H -2.437 0.737 4.480 0.08
H 3.660 -1.590 2.737 0.09
C 7.325 -3.178 1.570 -0.09
C 5.913 -2.629 1.509 -0.32
O 5.869 -1.242 1.850 -0.10
H 7.741 -3.040 2.570 0.08
H 7.346 -4.240 1.324 0.08
H 7.976 -2.651 0.869 0.07
H 5.270 -3.145 2.222 0.10
H 5.494 -2.769 0.507 0.11
H 6.425 -0.770 1.221 0.09
C 12.103 -2.537 1.334 -0.09
C 10.949 -3.511 1.183 -0.32
O 10.346 -3.401 -0.107 -0.09
H 11.758 -1.515 1.182 0.08
H 12.554 -2.611 2.324 0.07
H 12.876 -2.737 0.588 0.07
H 10.170 -3.298 1.913 0.09
H 11.289 -4.540 1.337 0.11
H 11.025 -3.604 -0.757 0.08
C -1.309 -4.035 -4.840 -0.09
C 0.017 -3.298 -4.864 -0.31
O 0.443 -3.025 -6.200 -0.08
H -1.235 -4.974 -5.390 0.08
H -1.616 -4.253 -3.815 0.07
H -2.091 -3.438 -5.315 0.05
H 0.797 -3.901 -4.403 0.12
H -0.063 -2.360 -4.311 0.09
H -0.230 -2.480 -6.616 0.08
C -4.131 -4.107 -7.317 -0.09
C -5.188 -5.100 -7.766 -0.32
O -4.777 -5.827 -8.921 -0.08
H -3.905 -3.407 -8.122 0.08
H -4.466 -3.546 -6.444 0.05
H -3.203 -4.623 -7.063 0.06
H -6.107 -4.585 -8.038 0.11
H -5.418 -5.803 -6.958 0.11
H -3.971 -6.302 -8.699 0.08
C -3.390 4.142 -3.308 -0.09
C -4.318 4.654 -2.222 -0.34
O -5.404 5.407 -2.756 -0.09
H -2.988 4.975 -3.886 0.08
H -2.560 3.578 -2.880 0.07
H -3.929 3.491 -4.000 0.07
H -3.781 5.316 -1.544 0.11
H -4.719 3.819 -1.636 0.09
H -5.900 4.830 -3.343 0.08
C -8.356 5.175 -1.150 -0.09
C -8.225 4.303 0.085 -0.31
O -6.949 3.668 0.151 -0.10
H -8.197 4.577 -2.047 0.07
H -9.344 5.636 -1.206 0.07
H -7.602 5.963 -1.148 0.07
H -8.964 3.503 0.072 0.11
H -8.384 4.896 0.992 0.11
H -6.278 4.357 0.175 0.07
C -5.583 -2.942 -3.937 -0.10
C -5.977 -2.806 -2.477 -0.32
O -4.955 -3.289 -1.610 -0.08
H -5.369 -3.986 -4.172 0.07
H -6.377 -2.588 -4.596 0.08
H -4.676 -2.368 -4.146 0.07
H -6.866 -3.399 -2.267 0.11
H -6.199 -1.761 -2.235 0.11
H -4.166 -2.764 -1.772 0.04
C 3.754 8.304 3.979 -0.10
C 5.057 7.655 3.549 -0.33
O 5.167 6.320 4.026 -0.10
H 3.671 8.302 5.067 0.07
H 3.690 9.334 3.624 0.07
H 2.900 7.749 3.584 0.07
H 5.907 8.200 3.957 0.11
H 5.143 7.662 2.456 0.11
H 4.427 5.820 3.663 -0.02
```

Formula: C31H70Cl2N6O4P3S
Source: the Open Molecules 2025 dataset
Level of theory: wB97M-V/def2-TZVPD

## Properties
- Total charge: +1
- Energy: -4195.03448 hartree
- Energy above the lowest of the compared OMol25 structures with the same formula, charge and spin: 0.0 kJ/mol
- Kohn-Sham gap: 5.412 eV

```
117
Properties=species:S:1:pos:R:3:lowdin_charge:R:1
C -2.809 -0.831 0.002 -0.11
C -1.670 -0.104 -0.733 -0.24
C -0.723 0.547 0.299 -0.18
C 0.778 0.473 -0.095 -0.19
N 1.440 1.750 0.075 -0.03
C 2.784 1.821 0.586 -0.36
C 2.666 1.395 2.115 -0.55
Cl 1.162 2.066 2.849 0.72
C 3.808 1.673 3.120 -0.31
C 4.362 0.422 3.846 -0.11
C 3.903 0.945 -0.165 -0.36
N 3.775 0.893 -1.616 -0.08
C 4.959 1.159 -2.418 -0.04
C 2.918 -0.098 -2.205 -0.47
C 2.025 0.408 -3.317 0.02
O 2.934 -1.270 -1.898 0.10
P 4.467 -0.631 0.741 0.97
C 5.396 -1.667 -0.462 -0.25
O 3.091 -1.497 0.974 -0.28
C 5.118 1.831 0.199 -0.26
P 6.920 1.201 0.348 0.90
N 7.172 1.519 2.012 -0.15
O 7.762 2.367 -0.446 -0.27
N 4.791 3.055 0.451 -0.01
C 5.679 4.128 0.852 -0.15
C 6.275 4.940 -0.326 -0.22
C 5.553 6.269 -0.623 -0.53
S 5.004 6.406 -2.360 0.72
C 3.314 3.251 0.297 -0.40
C 3.138 3.728 -1.190 -0.07
P 2.597 4.856 1.100 0.67
O 1.019 4.535 1.007 -0.33
Cl 3.089 4.799 3.120 0.32
H -3.594 -0.140 0.302 0.07
H -2.445 -1.373 0.871 0.06
H -3.267 -1.538 -0.691 0.06
H -1.156 -0.797 -1.396 0.10
H -2.117 0.704 -1.309 0.10
H -0.956 1.612 0.330 0.10
H -0.895 0.173 1.304 0.09
H 1.238 -0.315 0.494 0.10
H 0.773 0.123 -1.125 0.08
H 1.188 2.444 -0.602 0.10
H 2.474 0.327 2.135 0.06
H 3.396 2.279 3.918 0.04
H 4.648 2.242 2.735 0.06
H 5.425 0.303 3.653 0.03
H 4.245 0.512 4.921 0.08
H 3.895 -0.493 3.491 0.05
H 5.839 0.573 -2.140 0.07
H 4.737 0.900 -3.452 0.11
H 5.243 2.212 -2.439 0.08
H 1.798 1.463 -3.209 0.08
H 2.565 0.268 -4.255 0.10
H 1.139 -0.213 -3.363 0.09
H 6.456 -1.584 -0.267 0.01
H 5.144 -1.505 -1.503 0.03
H 5.107 -2.695 -0.231 0.05
H 3.278 -2.435 1.046 0.07
H 7.829 2.263 2.216 0.05
H 7.508 0.652 2.410 0.04
H 8.378 2.805 0.149 0.06
H 6.498 3.750 1.451 0.10
H 5.152 4.827 1.494 0.06
H 6.317 4.324 -1.221 0.07
H 7.309 5.176 -0.084 0.11
H 6.239 7.098 -0.482 0.07
H 4.675 6.420 -0.004 0.02
H 6.029 7.090 -2.879 -0.14
H 4.079 3.744 -1.722 0.05
H 2.688 4.720 -1.255 0.05
H 2.481 3.047 -1.717 0.07
H 0.661 4.456 1.902 0.02
C -4.277 -0.752 -4.725 -0.09
C -4.508 -2.174 -4.241 -0.28
N -5.621 -2.306 -3.321 -0.20
C -5.676 -3.612 -2.683 -0.25
C -5.939 -4.844 -3.559 -0.08
C -6.893 -1.781 -3.787 -0.25
C -7.486 -2.363 -5.078 -0.08
H -4.103 -0.078 -3.885 0.07
H -3.395 -0.730 -5.368 0.07
H -5.108 -0.362 -5.314 0.07
H -3.600 -2.492 -3.721 0.11
H -4.614 -2.836 -5.115 0.10
H -6.429 -3.574 -1.892 0.11
H -4.722 -3.760 -2.165 0.10
H -6.984 -4.924 -3.850 0.06
H -5.697 -5.747 -2.995 0.07
H -5.326 -4.851 -4.460 0.07
H -6.783 -0.703 -3.920 0.10
H -7.619 -1.887 -2.978 0.11
H -6.730 -2.504 -5.852 0.07
H -8.236 -1.679 -5.479 0.07
H -7.984 -3.316 -4.909 0.06
C -5.487 -4.828 5.499 -0.09
C -5.926 -3.502 4.898 -0.27
N -4.822 -2.683 4.429 -0.20
C -5.221 -1.332 4.077 -0.25
C -6.178 -1.137 2.892 -0.08
C -3.912 -3.328 3.501 -0.25
C -4.485 -3.866 2.182 -0.08
H -4.799 -4.672 6.330 0.08
H -6.358 -5.364 5.874 0.07
H -5.003 -5.474 4.765 0.06
H -6.451 -2.936 5.672 0.12
H -6.666 -3.704 4.107 0.10
H -4.317 -0.742 3.900 0.11
H -5.684 -0.889 4.964 0.11
H -5.674 -1.256 1.934 0.05
H -6.582 -0.123 2.914 0.07
H -7.024 -1.823 2.926 0.07
H -3.426 -4.156 4.023 0.10
H -3.100 -2.628 3.282 0.10
H -5.439 -4.376 2.319 0.07
H -3.792 -4.589 1.746 0.07
H -4.623 -3.074 1.447 0.04
```

Formula: C31H70IN2O12S8
Source: the Open Molecules 2025 dataset
Level of theory: wB97M-V/def2-TZVPD

## Properties
- Total charge: +1
- Energy: -5718.32010 hartree
- Energy above the lowest of the compared OMol25 structures with the same formula, charge and spin: 0.0 kJ/mol
- Kohn-Sham gap: 6.101 eV

```
124
Properties=species:S:1:pos:R:3:lowdin_charge:R:1
C 3.616 -1.697 -1.266 0.02
C 4.135 -0.299 -1.105 -0.53
O 4.420 0.178 -0.039 0.12
O 4.326 0.396 -2.253 -0.02
C 3.138 0.754 -2.990 -0.16
C 2.620 2.083 -2.464 -0.18
C 1.146 2.313 -2.746 -0.19
C 0.723 3.713 -2.303 -0.19
C -0.761 3.997 -2.517 -0.17
C -1.617 3.508 -1.338 -0.12
C -1.826 2.017 -1.334 -0.12
C -1.288 1.305 -0.284 -0.09
N -1.355 -0.033 -0.238 -0.45
I -0.497 -1.036 1.339 1.14
C -1.952 -0.733 -1.208 -0.09
C -2.513 -0.099 -2.301 -0.09
C -3.157 -0.998 -3.331 -0.19
N -2.413 -2.261 -3.444 0.01
C -2.465 1.296 -2.349 0.02
C -3.091 2.019 -3.519 -0.47
O -2.968 1.679 -4.661 0.15
O -3.799 3.080 -3.122 0.15
H 4.426 -2.321 -1.643 0.10
H 2.797 -1.771 -1.978 0.07
H 3.297 -2.063 -0.295 0.08
H 2.372 -0.022 -2.903 0.11
H 3.435 0.812 -4.034 0.09
H 2.785 2.124 -1.386 0.12
H 3.178 2.888 -2.944 0.10
H 0.950 2.217 -3.820 0.13
H 0.556 1.533 -2.250 0.10
H 0.997 3.872 -1.256 0.08
H 1.279 4.419 -2.919 0.09
H -1.064 3.526 -3.458 0.11
H -0.931 5.063 -2.657 0.11
H -1.091 3.764 -0.417 0.11
H -2.583 4.005 -1.302 0.12
H -0.755 1.800 0.515 0.12
H -1.971 -1.809 -1.117 0.12
H -3.218 -0.473 -4.276 0.10
H -4.175 -1.224 -3.002 0.14
H -2.590 -2.678 -4.350 0.08
H -1.416 -2.065 -3.437 0.08
H -4.372 3.342 -3.861 0.15
C -3.940 -5.051 3.133 -0.26
S -2.923 -3.592 2.929 0.76
O -1.522 -4.043 2.643 -0.63
C -2.969 -3.086 4.640 -0.26
H -3.998 -5.556 2.170 0.06
H -3.482 -5.698 3.879 0.02
H -4.933 -4.747 3.458 0.07
H -2.579 -3.890 5.264 0.04
H -3.999 -2.874 4.924 0.06
H -2.362 -2.189 4.753 0.05
C -4.167 -7.590 6.119 -0.26
S -3.837 -6.460 7.468 0.82
O -4.104 -5.083 6.944 -0.58
C -2.057 -6.627 7.441 -0.27
H -5.237 -7.599 5.925 0.02
H -3.627 -7.257 5.234 0.03
H -3.851 -8.595 6.399 0.07
H -1.688 -6.352 6.454 0.03
H -1.776 -7.656 7.665 0.06
H -1.644 -5.961 8.196 0.05
C 5.637 3.212 -0.748 -0.25
S 5.699 4.677 0.265 0.80
O 5.818 5.841 -0.668 -0.56
C 7.335 4.402 0.954 -0.26
H 4.697 3.251 -1.283 0.02
H 6.472 3.222 -1.449 0.05
H 5.661 2.314 -0.133 0.05
H 8.066 4.338 0.148 0.06
H 7.323 3.484 1.541 0.06
H 7.566 5.248 1.598 0.05
C 0.674 6.076 1.848 -0.26
S 1.902 5.812 0.561 0.79
O 2.496 4.469 0.805 -0.57
C 3.100 7.002 1.159 -0.26
H -0.143 5.377 1.672 0.03
H 1.125 5.882 2.820 0.06
H 0.302 7.098 1.790 0.06
H 3.383 6.738 2.178 0.07
H 2.670 8.003 1.119 0.06
H 3.967 6.938 0.500 0.02
C -1.248 -7.699 2.730 -0.26
S 0.340 -7.764 3.567 0.82
O 0.079 -7.484 5.004 -0.56
C 0.976 -6.241 2.857 -0.27
H -1.838 -8.545 3.079 0.05
H -1.740 -6.760 2.983 0.02
H -1.095 -7.775 1.654 0.06
H 0.299 -5.420 3.101 0.02
H 1.069 -6.359 1.778 0.06
H 1.957 -6.066 3.294 0.05
C 6.836 2.893 -4.597 -0.25
S 5.210 2.541 -5.262 0.80
O 5.188 1.097 -5.621 -0.54
C 5.411 3.457 -6.792 -0.26
H 6.919 2.356 -3.654 0.04
H 7.592 2.537 -5.296 0.06
H 6.935 3.964 -4.423 0.06
H 6.269 3.060 -7.335 0.06
H 5.550 4.513 -6.564 0.05
H 4.504 3.321 -7.377 0.05
C -0.173 8.663 -4.578 -0.27
S 1.043 7.428 -5.042 0.83
O 0.763 6.223 -4.209 -0.56
C 2.454 8.240 -4.289 -0.26
H -1.144 8.311 -4.920 0.05
H -0.174 8.775 -3.494 0.06
H 0.067 9.607 -5.065 0.06
H 2.263 8.378 -3.226 0.06
H 2.627 9.196 -4.783 0.06
H 3.317 7.592 -4.429 0.05
C -8.807 -8.117 6.017 -0.27
S -8.243 -9.151 4.661 0.81
O -6.756 -9.150 4.717 -0.56
C -8.709 -8.020 3.346 -0.27
H -8.561 -8.633 6.942 0.05
H -8.294 -7.156 5.975 0.06
H -9.887 -7.984 5.947 0.05
H -8.202 -7.067 3.497 0.05
H -9.791 -7.890 3.346 0.05
H -8.393 -8.468 2.406 0.05
```

Formula: C31H70N2O8P
Source: the Open Molecules 2025 dataset
Level of theory: wB97M-V/def2-TZVPD

## Properties
- Total charge: +1
- Energy: -2275.48538 hartree
- Kohn-Sham gap: 7.878 eV

```
112
Properties=species:S:1:pos:R:3:lowdin_charge:R:1
C -1.547 4.155 -4.116 -0.15
C 0.018 4.467 -4.115 -0.40
P 0.594 4.155 -2.370 1.02
C 0.242 2.396 -1.817 -0.40
C -0.599 2.493 -0.477 -0.17
C 2.458 4.557 -2.179 -0.33
N 3.024 4.014 -0.903 0.10
C 4.175 3.064 -1.020 -0.22
C 3.792 1.561 -0.803 -0.17
C 5.050 0.683 -0.421 -0.18
C 4.551 -0.484 0.504 -0.21
C 5.664 -1.558 0.768 -0.20
C 5.609 -2.644 -0.371 -0.20
C 4.656 -3.850 -0.013 -0.20
C 3.606 -4.067 -1.159 -0.22
C 2.945 -5.493 -1.045 -0.20
C 1.848 -5.638 -2.158 -0.17
C 2.096 -6.803 -3.169 -0.25
O 3.469 -7.094 -3.351 -0.22
C 3.700 -7.747 -4.605 -0.10
C 5.011 3.177 -2.352 -0.14
O 4.689 4.281 -3.191 -0.07
C 3.279 4.210 -3.468 -0.39
N 2.854 2.985 -4.129 0.08
H -1.785 3.470 -4.953 0.08
H -2.148 5.080 -4.222 0.08
H -1.853 3.633 -3.180 0.04
H 0.143 5.512 -4.450 0.08
H 0.458 3.774 -4.866 0.06
H -0.321 1.844 -2.604 0.09
H 1.142 1.780 -1.600 0.04
H -1.659 2.691 -0.728 0.07
H -0.458 1.614 0.181 0.07
H -0.223 3.397 0.058 0.04
H 2.480 5.664 -2.086 0.13
H 3.330 4.801 -0.327 0.19
H 2.294 3.543 -0.350 0.15
H 4.873 3.309 -0.187 0.16
H 3.068 1.462 0.043 0.12
H 3.358 1.134 -1.737 0.11
H 5.723 1.332 0.176 0.12
H 5.564 0.297 -1.328 0.12
H 3.711 -0.998 -0.015 0.11
H 4.230 -0.101 1.500 0.12
H 6.673 -1.133 0.925 0.11
H 5.375 -2.082 1.709 0.10
H 6.647 -2.984 -0.583 0.11
H 5.176 -2.174 -1.283 0.09
H 5.250 -4.777 0.129 0.11
H 4.101 -3.673 0.937 0.11
H 2.778 -3.337 -1.033 0.10
H 4.106 -3.926 -2.138 0.11
H 3.736 -6.266 -1.080 0.11
H 2.470 -5.560 -0.043 0.11
H 1.683 -4.665 -2.669 0.10
H 0.890 -5.871 -1.636 0.11
H 1.684 -6.476 -4.158 0.12
H 1.489 -7.678 -2.847 0.12
H 3.931 -6.974 -5.369 0.09
H 2.824 -8.375 -4.861 0.09
H 4.578 -8.408 -4.456 0.09
H 4.959 2.192 -2.864 0.12
H 6.078 3.303 -2.068 0.15
H 3.070 5.029 -4.192 0.16
H 3.469 2.738 -4.895 0.11
H 2.715 2.222 -3.478 0.06
C -3.166 -3.087 -1.790 -0.11
O -3.775 -2.245 -0.834 -0.20
C -3.234 -0.936 -0.862 -0.21
C -4.119 0.019 -0.078 -0.18
O -5.235 0.479 -0.830 -0.13
C -6.304 -0.453 -0.977 -0.17
C -7.133 -0.595 0.286 -0.20
O -6.502 -1.494 1.185 -0.20
C -7.059 -1.424 2.480 -0.12
H -2.087 -3.157 -1.615 0.08
H -3.604 -4.080 -1.693 0.09
H -3.360 -2.719 -2.803 0.09
H -3.144 -0.588 -1.898 0.13
H -2.236 -0.972 -0.401 0.12
H -3.533 0.916 0.145 0.11
H -4.433 -0.407 0.877 0.11
H -5.943 -1.419 -1.333 0.12
H -6.944 -0.036 -1.757 0.13
H -8.121 -1.001 0.034 0.13
H -7.254 0.388 0.757 0.13
H -6.898 -0.428 2.907 0.08
H -6.550 -2.157 3.105 0.09
H -8.129 -1.655 2.461 0.09
C -1.743 2.640 8.333 -0.11
O -2.570 2.257 7.254 -0.20
C -3.415 3.318 6.834 -0.20
C -4.037 2.996 5.487 -0.17
O -3.168 3.272 4.391 -0.13
C -2.128 2.327 4.180 -0.18
C -2.615 1.040 3.536 -0.21
O -3.160 0.173 4.516 -0.19
C -3.887 -0.887 3.929 -0.10
H -2.346 2.960 9.189 0.09
H -1.147 1.776 8.624 0.09
H -1.065 3.445 8.030 0.09
H -2.842 4.249 6.761 0.13
H -4.209 3.436 7.582 0.13
H -4.894 3.658 5.346 0.13
H -4.408 1.971 5.448 0.12
H -1.576 2.132 5.101 0.12
H -1.439 2.811 3.482 0.12
H -1.768 0.525 3.061 0.12
H -3.372 1.273 2.777 0.12
H -4.747 -0.498 3.377 0.06
H -4.251 -1.532 4.727 0.10
H -3.246 -1.474 3.262 0.09
```